Record 1
Entry from the OMol25 dataset: C4H6O2 in the gas phase at a distorted geometry (ωB97M-V/def2-TZVPD).

Each line ends with the Mulliken charge.
Positions of all 12 atoms, in Å:
C  -1.2383  0.0824  1.2259  -0.4240
O  -1.0901  -1.0023  0.4019  -0.2684
C  0.2288  -0.6641  0.8065  -0.2475
C  0.9181  0.1711  -0.2385  0.0650
C  0.7172  -0.1297  -1.6628  -0.4219
O  0.1366  1.0227  -1.0781  -0.4276
H  -1.3159  1.0737  0.8052  0.2695
H  -1.8113  -0.1455  2.1337  0.3347
H  0.0411  -0.1531  1.8589  0.2625
H  1.8773  0.5908  0.0681  0.3772
H  0.0157  -0.9140  -1.9461  0.2181
H  1.5206  0.0679  -2.3746  0.2625

Summary:
relative energy (zero: lowest compared OMol25 entry of this formula, charge and spin)	132.4	kcal per mole
E_HOMO	-8.742	eV
HOMO-LUMO gap	9.77	eV
E	-8334.7217	eV

Record 2
Entry from the OMol25 dataset: 2 unconnected molecules or ions with the total composition C4H6O2 at a distorted geometry (ωB97M-V/def2-TZVPD).

Each line ends with the Mulliken charge.
Positions of all 12 atoms, in Å:
C  0.3704  -0.2013  -0.6663  -0.6320
C  -0.6601  -0.3372  0.2076  -0.0873
C  -1.4725  -1.5564  0.0530  -0.0565
O  -1.1590  -2.4806  -0.6648  -0.4834
H  0.4703  0.6388  -1.3340  0.3444
H  0.9341  -1.0780  -0.9568  0.2902
H  -0.9748  0.4176  0.9254  0.4262
H  -2.4787  -1.5046  0.5196  0.3037
C  1.2290  1.4924  0.4614  -0.2936
O  0.1725  2.0967  0.5211  -0.4756
H  1.9696  1.6733  -0.3359  0.3466
H  1.5992  0.8393  1.2699  0.3173

Summary:
relative energy (zero: lowest compared OMol25 entry of this formula, charge and spin)	94.6	kcal per mole
E_HOMO	-9.741	eV
HOMO-LUMO gap	8.68	eV
E	-8336.3606	eV

Record 3
Entry from the OMol25 dataset: C4H6O2 in the gas phase (ωB97M-V/def2-TZVPD).

Each line ends with the Mulliken charge.
Positions of all 12 atoms, in Å:
C  -1.4907  0.5602  0.3520  -1.1501
C  -0.6219  -0.6212  0.0063  0.1906
O  -0.0426  -0.7452  -1.2746  -0.4349
C  0.8458  -0.6863  -0.1602  0.0882
C  1.8190  0.4488  -0.2211  -0.2350
O  2.9286  0.3574  0.2478  -0.4609
H  -1.7510  0.4952  1.4143  0.3110
H  -1.0363  1.5354  0.1623  0.3338
H  -2.4256  0.4977  -0.2168  0.2819
H  -1.0519  -1.5643  0.3534  0.3683
H  1.3298  -1.6192  0.1301  0.3809
H  1.4971  1.3414  -0.7935  0.3261

Summary:
relative energy (zero: lowest compared OMol25 entry of this formula, charge and spin)	44.5	kcal per mole
E_HOMO	-10.203	eV
HOMO-LUMO gap	10.94	eV
E	-8338.5321	eV